Model one:
Formula: C24H22Br4KN7O2SSe
Source: OMol25
Level of theory: ωB97M-V/def2-TZVPD

## Properties
* orbital gap: 3.64 eV
* net charge: -2

CARTESIAN COORDINATES (ANGSTROEM)
1 N -0.695 -2.651 -1.196
2 C 0.651 4.506 1.568
3 N -4.286 -3.241 3.821
4 C -3.870 -0.840 3.621
5 N -1.658 -1.590 1.927
6 H -0.043 2.879 -1.784
7 C -0.802 0.576 -5.954
8 H 1.305 -1.744 1.414
9 H 1.752 1.338 5.854
10 H -3.181 1.127 3.193
11 C 0.127 4.767 -0.751
12 C 1.487 1.427 4.810
13 C -1.940 -0.365 2.202
14 Br -3.422 1.375 -6.774
15 H 2.614 0.888 -1.353
16 H -4.709 -0.580 4.253
17 S 1.369 2.951 4.048
18 N 0.438 2.588 0.184
19 H 2.948 -1.267 -1.669
20 C -2.468 -2.556 2.489
21 H 1.208 -2.886 -1.964
22 Br -0.377 0.513 -7.808
23 H 1.241 -0.607 4.252
24 C -3.593 -2.234 3.355
25 H 0.364 6.404 0.629
26 C 1.211 0.430 3.921
27 N 1.718 -2.121 0.570
28 H 2.033 -4.144 0.117
29 C -3.056 0.062 3.052
30 H 0.833 4.942 2.541
31 H -1.265 0.395 1.818
32 H 0.480 -3.764 0.856
33 C 0.188 0.255 -4.991
34 H -0.102 5.366 -1.623
35 H 4.539 -0.968 -0.971
36 C 0.382 5.328 0.491
37 C 0.673 3.111 1.393
38 C 3.127 -1.823 0.415
39 C 1.217 -3.403 0.131
40 Br -4.059 1.458 -3.493
41 K 0.157 -0.083 -0.450
42 C -2.052 0.935 -5.527
43 C -0.018 0.286 -3.607
44 C 3.457 -0.907 -0.771
45 C 0.162 3.384 -0.845
46 H 3.694 -2.763 0.312
47 C 0.943 2.186 2.529
48 H 0.437 -4.438 -1.588
49 O -1.657 0.677 -1.894
50 C -1.393 0.660 -3.135
51 N -2.271 -3.829 2.258
52 H 3.481 -1.330 1.326
53 C 0.894 0.800 2.552
54 H -1.350 -3.075 -0.552
55 H -1.133 -2.510 -2.095
56 Se -3.491 -4.718 3.197
57 Br 1.950 -0.256 -5.529
58 C -2.326 0.975 -4.139
59 N 2.997 0.450 -0.524
60 H 3.697 1.043 -0.104
61 O 0.890 0.004 -2.756
62 C 0.553 -3.394 -1.251

These are the natural (NBO) partial charges, in e, on atoms 1 to 5: N -0.8439; C -0.2768; N -0.6427; C -0.2187; N -0.4175

***

Model two:
Formula: C24H22Br4KN7O2SSe
Source: OMol25
Level of theory: ωB97M-V/def2-TZVPD

## Properties
* orbital gap: 3.90 eV
* net charge: -2

CARTESIAN COORDINATES (ANGSTROEM)
1 C -1.516 2.276 2.302
2 N 0.580 0.977 2.105
3 C -2.176 -4.597 0.159
4 C 2.667 1.424 0.836
5 H -2.987 -5.583 1.873
6 H -0.588 -4.238 -5.082
7 H -1.987 2.971 3.012
8 C -0.453 4.939 -1.775
9 C 2.824 -2.420 -0.979
10 H -1.046 2.880 1.522
11 S -1.516 -4.629 -2.858
12 C -0.679 -3.801 -4.097
13 C -1.198 -3.276 -1.745
14 N 1.952 -1.884 1.231
15 C 3.205 -2.176 1.712
16 Br -4.605 3.367 -3.170
17 C -1.253 5.786 -2.573
18 C -2.132 3.142 -1.861
19 K -0.764 0.374 -0.375
20 H 2.131 2.292 2.720
21 N -1.650 -2.285 0.397
22 H 1.470 1.893 -0.756
23 O -0.098 2.891 -0.652
24 C 4.309 -2.601 0.859
25 Br 1.246 5.520 -1.120
26 H -2.007 -1.422 2.212
27 C 1.794 -1.996 -0.052
28 Br -0.632 7.518 -3.053
29 H 3.115 0.511 1.254
30 H -2.818 1.773 0.773
31 H 0.322 -1.935 -4.351
32 C -2.901 4.031 -2.637
33 H 1.146 2.824 1.341
34 C -1.688 -3.387 -0.369
35 O -2.506 1.975 -1.529
36 H -0.890 0.634 3.536
37 H 0.030 2.122 3.806
38 C -0.424 1.484 3.026
39 C -0.216 -2.590 -3.671
40 C -2.561 -3.504 2.249
41 C -0.494 -2.240 -2.300
42 C 4.063 -2.719 -0.551
43 N 5.457 -2.839 1.446
44 H 0.983 0.102 2.420
45 Se 5.189 -2.528 3.186
46 C 1.617 1.952 1.802
47 Br -3.598 6.426 -4.078
48 H 2.536 -2.482 -2.021
49 C -0.821 3.646 -1.396
50 C -2.613 -4.650 1.465
51 N 3.479 -2.086 2.994
52 H 2.832 1.057 -1.170
53 C -2.066 -2.354 1.656
54 H 0.831 -1.770 -0.512
55 N -2.482 1.388 1.655
56 H -2.889 -3.498 3.280
57 H 4.863 -3.034 -1.208
58 N 2.099 1.129 -0.475
59 H 3.468 2.178 0.798
60 C -2.479 5.326 -2.999
61 H -3.279 1.205 2.249
62 H -2.195 -5.485 -0.459

These are the natural (NBO) partial charges, in e, on atoms 1 to 5: C -0.2516; N -0.6486; C -0.2685; C -0.2072; H 0.1944

***

Energies relative to the most stable structure, in hartree: model one 0.0305; model two 0.0000.

***

Model one:
Formula: C5H7N3O2S
Source: OMol25
Level of theory: ωB97M-V/def2-TZVPD

## Properties
* orbital gap: 10.01 eV

CARTESIAN COORDINATES (ANGSTROEM)
1 N 0.925 -4.032 0.701
2 H 0.597 0.751 -1.759
3 N -0.534 -0.680 0.956
4 H 0.343 -4.200 1.468
5 H -1.993 1.386 -0.147
6 N -0.609 -0.222 -0.319
7 H -2.069 0.295 -1.690
8 C -1.855 0.347 -0.535
9 O 2.850 -2.882 0.112
10 C -0.486 -3.939 -1.286
11 O -0.337 -2.790 -1.430
12 H -2.526 -0.326 -0.101
13 H 0.560 1.480 -0.088
14 C 0.490 0.581 -0.692
15 S -0.783 -5.469 -1.092
16 C -0.409 -1.007 2.079
17 C 1.948 -3.436 0.553
18 H 1.404 0.076 -0.479

These are the natural (NBO) partial charges, in e, on atoms 1 to 5: N -0.7926; H 0.2217; N -0.3724; H 0.4307; H 0.1804

***

Model two:
Formula: C5H7N3O2S
Source: OMol25
Level of theory: ωB97M-V/def2-TZVPD

## Properties
* orbital gap: 9.44 eV

CARTESIAN COORDINATES (ANGSTROEM)
1 C -0.561 0.210 -2.345
2 H 0.669 -2.368 2.005
3 C 0.395 -0.199 -0.309
4 H 0.751 1.417 0.957
5 C -2.198 0.711 -2.421
6 O 0.041 0.701 -1.195
7 N 0.798 0.426 0.855
8 S 1.561 -1.247 4.138
9 O 0.648 -1.526 -0.569
10 H -0.446 -0.945 -2.464
11 H -2.808 0.033 -1.629
12 N 1.975 0.339 4.014
13 H 0.175 0.724 -3.210
14 C 1.095 -1.402 2.467
15 C 1.122 -0.058 2.086
16 H -2.897 0.585 -3.303
17 N 1.718 0.797 2.891
18 H -2.040 1.804 -1.967

These are the natural (NBO) partial charges, in e, on atoms 1 to 5: C -0.0903; H 0.3019; C 0.8860; H 0.4224; C -0.6662

***

Energies relative to the most stable structure, in hartree: model one 0.0000; model two 0.0096.

***

Model one:
Formula: C8H12N6
Source: OMol25
Level of theory: ωB97M-V/def2-TZVPD

## Properties
* SMILES: C=Cc1nc[nH]n1.CCc1c[nH]nn1
* orbital gap: 9.33 eV

CARTESIAN COORDINATES (ANGSTROEM)
1 H -1.954 -1.591 0.126
2 C -0.617 0.225 -3.280
3 H -1.122 4.445 -0.236
4 H 0.675 2.772 -0.220
5 N -1.671 0.499 0.537
6 N -1.114 1.302 -2.754
7 H 1.987 -0.287 -0.338
8 H -1.846 3.487 -1.756
9 N -0.762 1.320 1.049
10 N 0.922 0.789 -1.879
11 H 1.781 -1.506 2.005
12 C 2.169 -1.310 -0.155
13 H 1.275 -0.908 -2.741
14 C -0.131 1.645 -1.844
15 C 0.101 -0.671 0.997
16 H -0.920 -0.223 -4.128
17 C -0.187 2.790 -0.959
18 H 0.896 -2.660 0.838
19 H 3.073 -1.710 0.037
20 H -2.623 0.947 0.284
21 N 0.270 0.657 1.251
22 H 1.748 -1.923 -0.936
23 C 1.228 -1.556 1.068
24 C -1.226 -0.825 0.484
25 N 0.618 -0.089 -2.822
26 C -1.184 3.630 -0.939

These are the natural (NBO) partial charges, in e, on atoms 1 to 5: H 0.2401; C 0.1797; H 0.2134; H 0.2372; N -0.3580

***

Model two:
Formula: C8H12N6
Source: OMol25
Level of theory: ωB97M-V/def2-TZVPD

## Properties
* SMILES: CN(C)c1nc2ncn(C)c(N)c-2n1
* orbital gap: 7.66 eV

CARTESIAN COORDINATES (ANGSTROEM)
1 C -2.843 -1.922 1.939
2 H 3.172 2.084 -2.838
3 H -2.597 -0.381 4.078
4 H 0.334 0.398 -4.068
5 C 2.849 0.992 -3.053
6 H 2.852 2.231 -0.437
7 C 0.429 0.200 -0.208
8 C -1.104 -0.417 1.092
9 H 3.728 0.439 -2.717
10 C 1.524 0.702 -0.928
11 N 1.586 0.542 -2.346
12 N 0.083 0.159 1.092
13 H -3.590 -1.680 1.131
14 H -1.452 0.786 3.318
15 N -1.806 -0.873 2.147
16 H -3.358 -2.168 2.855
17 N 2.529 1.338 -0.228
18 H -2.378 -2.835 1.571
19 C -0.657 -0.228 -0.976
20 C 0.348 0.259 -2.987
21 H 2.335 1.226 0.740
22 H 2.685 0.910 -4.148
23 C -1.643 -0.277 3.513
24 H -0.727 -0.760 4.018
25 N -1.565 -0.705 -0.222
26 N -0.734 -0.021 -2.338

These are the natural (NBO) partial charges, in e, on atoms 1 to 5: C -0.4047; H 0.2014; H 0.2050; H 0.1890; C -0.4100

***

Energies relative to the most stable structure, in hartree: model one 0.0953; model two 0.0000.

***

Model one:
Formula: C16H28AsN4O4Ru
Source: OMol25
Level of theory: ωB97M-V/def2-TZVPD

## Properties
* orbital gap (alpha / beta): 8.42 / 7.25 eV
* multiplicity: 2
* net charge: +2

CARTESIAN COORDINATES (ANGSTROEM)
1 C -0.333 -4.083 -0.254
2 N -2.003 -0.028 0.964
3 H -1.855 -6.317 -2.295
4 H 2.779 3.167 -1.007
5 H -0.011 -2.482 3.484
6 N -0.277 1.769 -0.330
7 H -0.647 -1.469 4.809
8 C -0.615 -1.615 3.730
9 H -1.625 -1.755 3.349
10 As 0.167 -0.042 2.950
11 H 1.770 1.686 1.470
12 O 1.772 -6.728 2.005
13 C -0.776 1.438 3.750
14 H 2.258 -1.330 -0.154
15 Ru 0.022 -0.196 0.508
16 H 1.862 -0.245 -1.286
17 H -1.080 1.654 -0.948
18 H -0.322 2.381 3.450
19 H 1.048 -4.602 1.335
20 H 1.815 -0.079 4.813
21 C 0.315 -6.302 0.281
22 C -0.242 -2.644 -0.005
23 H -1.823 1.425 3.456
24 H 1.703 3.779 0.216
25 H -0.597 2.430 0.377
26 H -0.704 1.342 4.833
27 H -1.706 -3.877 -1.892
28 C -0.489 -6.813 -0.722
29 H 2.393 1.007 3.534
30 C 0.408 -4.953 0.539
31 C 1.927 0.046 3.736
32 C 3.058 0.550 0.199
33 N 1.110 -7.230 1.119
34 O 0.907 -8.410 0.972
35 C 0.811 2.391 -1.145
36 O 0.392 -2.178 1.009
37 N 1.966 -0.361 -0.279
38 C -1.225 -5.933 -1.505
39 C -3.141 -0.128 1.045
40 C 1.992 2.867 -0.313
41 H 2.545 -0.761 3.347
42 C 2.539 1.882 0.715
43 C -4.585 -0.245 1.152
44 H 1.104 1.659 -1.899
45 H 0.398 3.241 -1.690
46 H -5.038 0.744 1.101
47 H -0.527 -7.882 -0.878
48 H 3.769 0.701 -0.615
49 H -4.957 -0.857 0.330
50 H -4.845 -0.715 2.100
51 O -0.766 -1.770 -0.764
52 H 3.358 2.368 1.250
53 H 3.586 0.030 0.996
54 C -1.147 -4.570 -1.278

These are the natural (NBO) partial charges, in e, on atoms 1 to 5: C -0.2197; N -0.4200; H 0.2463; H 0.2482; H 0.2725

***

Model two:
Formula: C16H28AsN4O4Ru
Source: OMol25
Level of theory: ωB97M-V/def2-TZVPD

## Properties
* orbital gap (alpha / beta): 9.08 / 5.78 eV
* multiplicity: 2
* net charge: +2

CARTESIAN COORDINATES (ANGSTROEM)
1 H 1.543 -5.217 1.160
2 H 2.114 4.559 -2.325
3 C 3.338 -3.427 -0.077
4 N 2.666 -1.153 0.541
5 N 0.801 -3.253 1.628
6 H 2.837 -0.164 0.364
7 H 1.912 -4.561 -1.282
8 C -2.443 -2.591 0.161
9 C 0.986 2.243 -0.122
10 H 4.065 -4.005 -0.646
11 Ru 0.612 -1.626 0.253
12 H -2.206 -0.518 -2.305
13 O 0.720 4.670 3.141
14 O 1.420 6.375 2.017
15 H -3.956 -0.376 -1.952
16 H -3.841 -4.078 -0.291
17 C 0.616 0.818 -0.046
18 C 3.603 -1.950 -0.295
19 C 1.426 2.790 -1.329
20 O 0.260 0.282 1.057
21 H 3.523 -3.673 0.974
22 H -4.972 1.670 0.110
23 O 0.669 0.055 -1.056
24 H -3.086 3.455 -1.478
25 N -1.374 -2.180 0.086
26 C -4.114 1.289 0.669
27 H 1.420 -2.948 -0.988
28 H 0.093 -4.702 0.300
29 C 1.666 4.933 -0.264
30 C 1.227 4.364 0.918
31 H 2.913 -1.278 1.521
32 H -4.092 -3.263 1.266
33 C 1.907 -3.829 -0.474
34 H -3.135 0.856 -2.952
35 H 1.505 2.156 -2.202
36 H 1.572 -3.145 2.281
37 H -1.822 3.575 -0.219
38 H -1.402 2.971 -1.847
39 H 3.420 -1.677 -1.335
40 H -4.496 -2.435 -0.252
41 C 1.058 -4.367 0.677
42 C -3.799 -3.121 0.227
43 C -2.172 3.008 -1.079
44 As -2.625 1.218 -0.546
45 H 4.636 -1.697 -0.054
46 C 0.890 3.030 1.021
47 H -4.332 0.297 1.057
48 H -3.871 1.963 1.487
49 C 1.766 4.132 -1.396
50 H 0.563 2.623 1.966
51 H -0.009 -3.460 2.205
52 H 1.923 5.982 -0.285
53 C -3.028 0.169 -2.112
54 N 1.106 5.214 2.128

These are the natural (NBO) partial charges, in e, on atoms 1 to 5: H 0.2233; H 0.2466; C -0.4307; N -0.7343; N -0.7362

***

Energies relative to the most stable structure, in hartree: model one 0.0000; model two 0.0589.

***

Model one:
Formula: C7H10
Source: OMol25
Level of theory: ωB97M-V/def2-TZVPD

## Properties
* orbital gap (alpha / beta): 6.34 / 8.41 eV
* multiplicity: 3

CARTESIAN COORDINATES (ANGSTROEM)
1 C 3.038 0.450 -0.331
2 H 2.161 -0.025 1.622
3 H -2.789 1.935 0.380
4 H -1.069 -1.543 -1.033
5 C -1.719 -1.336 -0.209
6 C 1.897 0.068 0.567
7 C 0.616 0.016 0.031
8 C -0.788 -0.364 0.606
9 H -0.782 -0.608 1.617
10 H 2.948 1.375 -0.818
11 H 2.923 -0.424 -1.040
12 H 0.523 0.187 -0.971
13 H -2.169 -2.203 0.238
14 H 4.103 0.468 0.110
15 C -2.902 1.029 -0.195
16 C -2.142 0.011 0.088
17 H -3.849 0.966 -0.662

These are the natural (NBO) partial charges, in e, on atoms 1 to 5: C -0.6647; H 0.1792; H 0.1994; H 0.2280; C -0.4471

***

Model two:
Formula: C7H10
Source: OMol25
Level of theory: ωB97M-V/def2-TZVPD

## Properties
* orbital gap (alpha / beta): 6.14 / 7.53 eV
* multiplicity: 3

CARTESIAN COORDINATES (ANGSTROEM)
1 C -1.493 -0.085 0.140
2 H 1.693 1.160 -0.593
3 C 1.176 -2.245 -1.135
4 H -1.892 -0.116 -0.864
5 H -0.187 -0.757 2.212
6 H -1.864 -0.881 0.763
7 C 0.597 1.060 -0.588
8 C -0.121 2.039 -1.077
9 H 0.932 0.615 1.753
10 H 1.327 -1.219 1.682
11 C 0.485 -1.399 -0.650
12 H 1.643 -3.125 -1.408
13 C -0.048 -0.230 0.061
14 C 0.565 -0.398 1.461
15 H -1.102 1.819 -0.999
16 H 0.148 3.050 -1.399
17 H -1.859 0.715 0.640

These are the natural (NBO) partial charges, in e, on atoms 1 to 5: C -0.6029; H 0.1724; C -0.2548; H 0.2181; H 0.2084

***

Energies relative to the most stable structure, in hartree: model one 0.0000; model two 0.0394.

***

Model one:
Formula: C9H11N3O3
Source: OMol25
Level of theory: ωB97M-V/def2-TZVPD

## Properties
* orbital gap: 8.35 eV
* net charge: +2

CARTESIAN COORDINATES (ANGSTROEM)
1 H -0.933 -2.849 -0.374
2 C -0.584 0.582 -0.275
3 N -2.402 -1.332 -0.220
4 H 3.057 -0.087 -1.248
5 N 1.345 -0.874 -0.367
6 H 3.326 1.023 1.117
7 N -4.318 0.172 0.224
8 C 2.184 0.955 1.108
9 C 1.974 0.179 -1.166
10 C -0.136 -0.739 -0.311
11 O -4.946 -0.853 0.254
12 C -1.108 -1.690 -0.297
13 H 2.220 2.487 -0.436
14 O -4.629 1.299 0.293
15 O 0.291 1.664 -0.260
16 C -2.803 -0.091 0.011
17 H 2.830 -1.173 1.124
18 H 1.601 1.373 1.938
19 H 1.631 0.115 -2.220
20 C 1.814 1.452 -0.288
21 H -0.245 2.542 -0.265
22 C -1.914 1.018 -0.079
23 C 1.934 -0.559 1.043
24 H 1.145 -0.740 1.803
25 H 1.704 -1.730 -0.863
26 H -3.039 -2.144 -0.245

These are the natural (NBO) partial charges, in e, on atoms 1 to 5: H 0.2878; C 0.2153; N -0.4313; H 0.2842; N -0.3647

***

Model two:
Formula: C9H11N3O3
Source: OMol25
Level of theory: ωB97M-V/def2-TZVPD

## Properties
* orbital gap: 7.56 eV
* net charge: +2

CARTESIAN COORDINATES (ANGSTROEM)
1 H -0.572 3.793 -0.162
2 H 1.974 -2.411 -0.539
3 O -1.991 2.213 2.250
4 C -1.046 1.755 -0.655
5 N -0.338 -0.396 -1.423
6 H -2.035 1.581 -1.156
7 O 1.656 -0.662 0.643
8 C -0.195 0.697 -0.422
9 H -1.386 -2.391 -1.456
10 H 0.010 -3.329 -0.112
11 H 0.685 -1.801 -2.359
12 C -1.132 -1.545 -0.734
13 N 1.426 1.988 2.544
14 H 1.832 -0.521 -2.031
15 H -0.622 0.081 -2.285
16 C -0.152 -2.248 0.201
17 H 1.480 -0.853 1.569
18 H -2.090 -1.098 -0.486
19 C 1.181 -1.707 -0.295
20 C 0.971 -0.978 -1.633
21 O 1.714 2.650 3.476
22 H -0.309 -2.344 1.255
23 C 0.680 0.503 0.631
24 N -1.073 2.917 0.142
25 C -1.467 2.647 1.342
26 C 0.798 1.458 1.694

These are the natural (NBO) partial charges, in e, on atoms 1 to 5: H 0.4905; H 0.2783; O -0.2693; C -0.2642; N -0.3634

***

Energies relative to the most stable structure, in hartree: model one 0.0000; model two 0.0277.